Entry 1:
10
Properties=species:S:1:pos:R:3 method="wB97M-V/def2-TZVPD" e_lumo_ev="-2.19 / -2.19" total_energy_ha=-3225.9676 de_lowest_ev=4.937
C 0.579 -0.836 0.129
C 0.971 0.413 0.334
C 0.172 1.432 1.032
O -1.968 1.340 -0.489
Cl -0.889 1.051 2.226
Br 0.450 3.305 0.641
H 1.359 -1.564 -0.192
H -0.438 -1.104 0.521
H 1.842 0.892 -0.077
H -1.998 1.789 -1.324

---

Entry 2:
10
Properties=species:S:1:pos:R:3 method="wB97M-V/def2-TZVPD" e_lumo_ev="-0.43 / -0.22" total_energy_ha=-2865.6638 de_lowest_ev=4.518
C -0.961 0.693 -0.110
C 0.276 1.597 -0.481
C 0.131 -2.353 0.638
O -2.030 0.856 0.397
F 0.136 2.905 -0.090
Br 1.526 -2.132 -0.582
H 0.194 1.531 -1.576
H 1.086 1.242 0.105
H -0.864 -2.237 0.069
H 0.508 -2.103 1.630

---

Entry 3:
10
Properties=species:S:1:pos:R:3 method="wB97M-V/def2-TZVPD" e_lumo_ev=0.01 total_energy_ha=-2820.6147 de_lowest_ev=2.684 smiles=CO[C@@H](Br)C#N
C -0.367 -1.506 -0.126
O -0.026 -0.435 0.745
C -0.201 0.847 0.281
Br -0.997 2.084 1.524
C 1.480 1.674 0.006
N 2.252 2.169 -0.697
H -1.387 -1.354 -0.524
H -0.528 -2.426 0.436
H 0.325 -1.776 -0.899
H -0.550 0.723 -0.746

---

Entry 4:
12
Properties=species:S:1:pos:R:3 method="wB97M-V/def2-TZVPD" e_lumo_ev=-0.30 total_energy_ha=-2971.1377 de_lowest_ev=1.862 smiles="O=C1OCN(Br)[C@@H]1O"
O 0.362 0.102 2.306
C 0.243 0.334 1.132
O 0.143 1.465 0.491
C 0.034 1.198 -0.936
N -0.362 -0.149 -1.066
Br -2.269 -0.507 -1.159
C 0.285 -0.769 0.078
O -0.179 -2.000 0.532
H 1.004 1.227 -1.270
H -0.581 1.996 -1.389
H 1.524 -0.840 -0.309
H -0.206 -2.056 1.591

---

Entry 5:
12
Properties=species:S:1:pos:R:3 method="wB97M-V/def2-TZVPD" e_lumo_ev=5.69 total_charge=-2 total_energy_ha=-3257.7994 de_lowest_ev=0.543 smiles="C=C[C@@H](Br)P(=O)([O-])[O-]"
C -0.009 -1.966 -0.375
C -0.536 -0.713 -0.542
C 0.302 0.522 -0.656
Br -0.638 1.652 -1.815
P 0.120 1.328 1.240
O -1.379 1.156 1.489
O 0.893 0.362 2.146
O 0.780 2.668 0.859
H -0.483 -2.903 -0.289
H 1.106 -2.049 -0.295
H -1.655 -0.550 -0.512
H 1.500 0.492 -1.249

---

Entry 6:
10
Properties=species:S:1:pos:R:3 method="wB97M-V/def2-TZVPD" e_lumo_ev=3.09 total_charge=-1 total_energy_ha=-3164.1589 de_lowest_ev=1.510
C -0.656 -1.934 0.270
C -1.257 -0.532 0.497
C 0.009 0.952 0.759
O -0.592 -2.340 -0.893
S 0.008 -2.732 1.601
Br -0.083 2.387 -0.490
H -1.898 -0.287 -0.438
H -1.675 -0.337 1.508
H -0.174 1.463 1.735
H 0.974 0.411 0.824

---

Entry 7:
12
Properties=species:S:1:pos:R:3 method="wB97M-V/def2-TZVPD" e_lumo_ev="-12.47 / -12.03" total_charge=+2 total_energy_ha=-916.5343 spin_multiplicity=2 s2=0.984
F 1.263 -1.780 2.443
O -0.251 -0.426 -1.102
C -0.724 0.801 -1.056
C 0.372 -0.751 0.441
O -1.500 1.131 -1.965
O -0.533 1.428 0.049
C 0.364 0.697 0.945
Ce -1.185 -0.627 -3.555
H 1.362 -1.082 0.122
H -0.453 -1.346 0.841
H 1.348 1.168 0.892
H -0.064 0.787 1.945

---

Entry 8:
15
Properties=species:S:1:pos:R:3 method="wB97M-V/def2-TZVPD" e_lumo_ev="-1.13 / -3.44" total_energy_ha=-1447.1915 de_lowest_ev=2.297
C 0.499 -1.071 0.361
C -1.952 3.070 -0.024
C -0.525 -0.207 1.046
N -1.799 -0.352 0.704
N -0.093 0.928 1.850
O -2.038 -1.002 -0.328
O 1.090 1.146 1.980
O -2.645 0.147 1.461
O -0.900 1.700 2.334
Cl -1.205 3.892 1.240
Cl -3.429 2.440 0.278
H 1.587 -0.635 0.472
H 0.487 -1.919 0.927
H 0.434 -1.113 -0.666
H -1.439 2.439 -0.835